Entry 1:
Entry from OMol25: a 2-piece molecular cluster, C3H10S3 overall in a non-equilibrium geometry (ωB97M-V/def2-TZVPD).

The value obtained for the total energy is -1314.83138 a.u. The energy relative to the best compared isomer or geometry (same formula, charge and spin) is 10.50 kcal per mole. The calculation puts the HOMO-LUMO gap at 9.021 eV. The HOMO energy comes out at -8.40 eV.

```
16
Properties=species:S:1:pos:R:3:forces:R:3
C 0.5196 0.8508 -3.6485 -0.08 -0.52 0.12
S -1.1539 1.2195 -3.0675 -0.07 -0.05 0.11
S -1.3058 0.0717 -1.3587 0.13 0.04 -0.71
H 0.5618 -0.0403 -4.2758 -0.36 0.15 -0.26
H 0.8010 1.7324 -4.2154 0.43 -0.03 0.02
H 1.1857 0.5976 -2.8242 0.02 0.66 0.15
H -1.2265 -1.0843 -2.0191 -0.21 -0.39 0.10
C 0.1920 -1.4003 3.2968 0.79 -0.60 -1.33
S 1.0732 -0.6953 1.8512 -0.42 -0.22 0.22
C -0.0539 0.6568 1.4494 0.54 -0.04 0.97
H -0.3361 -0.6273 3.8096 -0.12 0.44 0.60
H -0.4926 -2.1737 2.9619 -0.20 0.02 0.02
H 0.9831 -1.8804 3.8627 -0.17 0.12 0.49
H -0.0993 1.2936 2.3351 0.13 0.32 -0.25
H -1.0631 0.3396 1.2428 -0.14 -0.23 -0.27
H 0.4149 1.1395 0.5995 -0.29 0.33 0.02
```
Forces are in eV/Å.

These are the Mulliken partial charges, in e, on atoms 1 to 6:
1. C -0.769
2. S -0.061
3. S -0.185
4. H 0.303
5. H 0.273
6. H 0.285

=====

Entry 2:
Entry from OMol25: a 3-piece molecular cluster, C3H12O4 overall in a non-equilibrium geometry (ωB97M-V/def2-TZVPD).

The value obtained for the total energy is -422.39868 a.u. The energy relative to the best compared isomer or geometry (same formula, charge and spin) is 39.40 kcal per mole. The calculation puts the HOMO-LUMO gap at 11.014 eV. The HOMO energy comes out at -10.36 eV.

```
19
Properties=species:S:1:pos:R:3:forces:R:3
C -0.2505 0.2500 0.0117 -2.15 0.47 0.40
O -0.6758 0.0349 1.3650 0.62 -0.69 -0.49
C -0.2441 1.7839 -0.1730 3.10 -0.61 0.90
C 0.2884 2.2507 -1.5146 -1.63 -0.36 -0.67
O 1.4740 2.9851 -1.3739 0.40 0.50 -0.19
H 0.7355 -0.1388 -0.2488 0.02 0.02 0.37
H -0.9564 -0.3603 -0.5569 -0.15 0.44 -0.30
H 0.0247 0.3829 1.9150 0.18 0.11 0.45
H -0.9173 2.4071 0.4039 -1.03 -0.36 -0.61
H 0.6523 1.9102 0.4799 -0.12 0.56 -0.31
H 0.3950 1.3461 -2.1319 0.59 0.05 -0.02
H -0.4735 2.8061 -2.0735 0.03 0.28 0.20
H 1.5212 3.6758 -2.0519 -0.03 -0.40 0.26
H 3.5894 -1.0844 0.4345 0.16 -0.20 0.12
H 2.5318 -0.3926 -0.3769 -0.51 -0.06 -0.57
O 3.2625 -0.2158 0.1986 0.53 0.24 0.47
H -4.0409 -5.1884 2.0349 0.42 0.30 0.03
H -3.0064 -6.3335 1.7845 1.53 0.12 -0.07
O -3.9100 -6.1190 1.8732 -1.95 -0.41 0.04
```
Forces are in eV/Å.

These are the Mulliken partial charges, in e, on atoms 1 to 6:
1. C -0.057
2. O -0.529
3. C -0.408
4. C -0.468
5. O -0.518
6. H -0.246

=====

Entry 3:
Entry from OMol25: C4H4CsO5 as an isolated structure in a non-equilibrium geometry (ωB97M-V/def2-TZVPD).

The value obtained for the total energy is -551.10519 a.u. The energy relative to the best compared isomer or geometry (same formula, charge and spin) is 24.68 kcal per mole. The charge is -1. The calculation puts the HOMO-LUMO gap at 4.052 eV. The HOMO energy comes out at -2.21 eV.

```
14
Properties=species:S:1:pos:R:3:forces:R:3
O -0.7495 1.5309 0.7144 -0.36 0.16 -0.15
C -0.2862 1.0739 1.9544 0.39 0.88 0.01
O -0.0480 1.8921 2.8356 -0.01 -0.14 -0.10
O -0.1620 -0.1763 1.9328 -0.38 0.81 2.41
C -0.1940 2.7144 0.1497 0.53 -0.53 0.51
H -0.8887 3.5559 0.2821 0.04 -0.05 -0.12
H 0.7495 2.9721 0.6504 -0.28 -0.12 0.00
C 0.0259 2.4317 -1.3303 -1.09 0.66 1.96
H 0.4789 3.3255 -1.7827 0.53 -0.86 -0.10
H -0.9876 2.3706 -1.7626 0.74 -0.64 -0.05
O 1.5247 1.4765 -3.2999 0.00 -0.23 0.46
O 0.9594 0.9630 -1.1971 -0.68 2.63 0.02
C 0.6805 1.0232 -2.5306 0.38 -1.47 -2.63
Cs 0.0020 -1.5560 0.0335 0.19 -1.11 -2.21
```
Forces are in eV/Å.

These are the Mulliken partial charges, in e, on atoms 1 to 6:
1. O -0.318
2. C 0.775
3. O -0.665
4. O -0.848
5. C -0.532
6. H 0.292

=====

Entry 4:
Entry from OMol25: C28H41CrN2O5Sb as an isolated structure in a non-equilibrium geometry (ωB97M-V/def2-TZVPD).

The value obtained for the total energy is -2862.04987 a.u. Its expectation value of S² is 0.91. The energy relative to the best compared isomer or geometry (same formula, charge and spin) is 14.28 kcal per mole. The charge is -1. Its spin multiplicity is 2. The calculation puts the HOMO-LUMO gap (spin up / spin down) at 6.754 / 6.030 eV. The HOMO energy (spin up / spin down) comes out at -4.47 / -3.75 eV.

```
78
Properties=species:S:1:pos:R:3:forces:R:3
Cr -1.0329 -2.8091 0.4889 -0.19 0.08 -1.82
O -1.1317 -1.6443 6.2859 -0.17 0.23 0.94
C -1.0469 -2.1101 5.0375 -0.01 -0.23 -0.44
C -2.0686 -2.8592 4.4600 -0.20 -0.07 0.27
C -1.8995 -3.2487 3.1573 -1.22 -0.63 -0.26
N -0.8157 -2.9475 2.4963 0.27 0.15 -0.54
C 0.1571 -2.2387 3.0212 0.97 0.63 -0.52
C 0.0954 -1.7892 4.3142 0.37 0.10 0.09
C 1.2191 -1.8440 1.9454 -1.01 -0.34 0.56
O 2.2413 -1.3088 2.3173 0.52 0.06 0.02
O 0.8190 -2.1130 0.7544 0.15 -0.10 0.34
C -2.9469 -3.9524 2.2437 1.10 0.50 0.03
O -3.9467 -4.4005 2.7479 -0.74 -0.34 0.21
O -2.5775 -3.9580 1.0064 -0.12 0.03 0.46
H -1.9601 -1.9387 6.6830 0.05 0.06 -0.01
H -2.9911 -3.1003 4.9788 0.08 0.02 -0.01
H 0.8893 -1.1794 4.7306 -0.10 -0.07 -0.03
C 4.2011 3.6084 0.0158 0.07 -0.08 -0.11
C 4.1198 2.1320 -0.3884 0.27 0.16 0.31
C 5.2760 1.3426 0.2480 0.01 0.09 -0.06
Sb 2.2780 1.0197 -0.0154 -0.03 -0.01 -0.18
C 1.0870 1.9419 -1.5985 0.15 0.20 -0.24
C 1.8428 1.6421 -2.9051 -0.14 -0.01 0.04
C 0.6804 3.4160 -1.5618 -0.01 -0.07 -0.08
C 1.6184 1.9647 1.8364 0.13 0.12 0.21
C 2.7303 1.7702 2.8844 -0.13 0.03 -0.02
C 1.1434 3.4200 1.8247 0.02 -0.08 0.13
H 5.1738 4.0326 -0.2744 -0.07 -0.05 0.03
H 4.1067 3.7370 1.0969 0.01 -0.02 -0.08
H 3.4281 4.2158 -0.4583 0.02 -0.04 0.02
H 4.2179 2.0652 -1.4753 0.05 -0.01 0.00
H 5.2184 1.3650 1.3429 0.00 0.01 -0.14
H 6.2488 1.7654 -0.0416 -0.09 -0.02 0.04
H 5.2647 0.2911 -0.0507 -0.02 0.07 0.00
H 0.1843 1.3293 -1.5941 -0.14 -0.05 -0.03
H 2.7287 2.2797 -3.0113 -0.13 -0.04 0.01
H 1.1940 1.8255 -3.7705 0.06 0.01 0.05
H 2.1733 0.5995 -2.9627 -0.02 0.07 0.03
H 1.5409 4.0814 -1.4410 -0.05 -0.07 -0.03
H -0.0245 3.6382 -0.7614 0.03 -0.04 0.00
H 0.1886 3.6874 -2.5079 0.05 -0.02 0.10
H 0.7717 1.3283 2.1150 0.03 0.01 0.07
H 3.5847 2.4250 2.6818 -0.10 -0.04 0.02
H 3.0882 0.7389 2.9198 -0.06 0.08 -0.03
H 2.3549 2.0302 3.8849 0.04 -0.01 -0.11
H 1.8701 4.0934 1.3666 -0.04 -0.03 0.01
H 0.9861 3.7647 2.8582 0.01 -0.04 -0.10
H 0.1972 3.5416 1.3005 -0.01 -0.03 -0.03
C -1.5684 -3.8700 -3.3943 -0.02 0.05 -0.24
C -0.9390 -2.5147 -3.7570 0.00 -0.02 0.55
C 0.5297 -2.4490 -3.3017 -0.04 0.00 -0.21
C -1.7410 -1.3225 -3.2353 0.04 -0.07 -0.26
C -2.2000 -0.4047 -4.1785 0.06 -0.08 0.07
C -2.9315 0.7143 -3.8125 0.02 -0.09 0.11
C -3.2199 0.9034 -2.4702 0.08 0.00 0.06
C -2.7848 0.0182 -1.4832 -0.14 0.18 0.07
C -3.2171 0.3141 -0.0510 0.19 -0.35 0.04
C -4.1369 -0.7933 0.4852 -0.06 0.03 0.03
C -2.0436 0.6034 0.8960 -0.03 0.16 -0.05
C -2.0239 -1.1151 -1.8605 0.52 -0.73 0.50
N -1.5288 -2.0442 -0.9242 -0.30 0.61 0.12
H -1.0262 -4.6780 -3.9015 -0.06 0.09 0.04
H -2.6177 -3.9099 -3.7087 0.12 0.00 0.02
H -1.5291 -4.0428 -2.3238 0.01 0.00 0.07
H -0.9569 -2.4332 -4.8457 0.02 0.03 -0.08
H 0.5975 -2.4173 -2.2163 0.00 -0.01 0.05
H 1.0212 -1.5568 -3.7051 -0.06 -0.07 0.04
H 1.0793 -3.3298 -3.6568 -0.07 0.10 0.02
H -1.9755 -0.5818 -5.2269 0.00 0.01 0.06
H -3.2795 1.4195 -4.5588 0.01 -0.02 0.03
H -3.7987 1.7704 -2.1660 0.00 -0.03 0.00
H -3.8079 1.2304 -0.0985 -0.08 0.08 -0.03
H -3.6588 -1.7717 0.4233 -0.04 0.09 0.02
H -5.0630 -0.8345 -0.0995 0.10 0.00 0.07
H -4.4025 -0.6025 1.5334 0.02 -0.01 -0.14
H -1.3079 -0.1962 0.8663 0.05 -0.08 0.01
H -2.4030 0.7047 1.9274 0.03 0.01 -0.09
H -1.5434 1.5383 0.6181 -0.02 -0.05 0.00
```
Forces are in eV/Å.

These are the Mulliken partial charges, in e, on atoms 1 to 6:
1. Cr 1.067
2. O -0.540
3. C 1.193
4. C -0.387
5. C -0.289
6. N -0.008

=====

Entry 5:
Entry from OMol25: C42H45N4O5S3TeV as an isolated structure (ωB97M-V/def2-TZVPD).

The value obtained for the total energy is -4629.47857 a.u. Its expectation value of S² is 0.79. The energy relative to the best compared isomer or geometry (same formula, charge and spin) is 1.64 kcal per mole. The charge is -1. Its spin multiplicity is 2. The calculation puts the HOMO-LUMO gap (spin up / spin down) at 6.848 / 6.881 eV. The HOMO energy (spin up / spin down) comes out at -5.51 / -5.52 eV.

```
101
Properties=species:S:1:pos:R:3:forces:R:3
V -2.0011 1.4178 -0.9317 -0.03 0.06 0.12
C -0.5645 1.0979 3.2841 0.01 -0.02 -0.02
C -1.1446 0.7350 1.9462 0.02 0.03 0.00
N -1.3454 1.6403 1.0329 -0.02 -0.01 -0.03
N -1.0750 2.9496 1.4440 0.02 -0.02 -0.01
C -1.7477 3.8373 0.8160 -0.10 -0.05 0.07
S -2.8925 3.5439 -0.4644 0.05 0.02 -0.04
S -1.5734 5.5016 1.4299 0.04 0.03 -0.03
C -3.1705 5.5390 2.3191 -0.01 -0.02 0.00
C -3.2840 4.4370 3.3333 -0.01 0.00 0.00
C -4.0350 3.3012 3.0528 -0.01 -0.01 0.00
C -4.0960 2.2512 3.9601 -0.01 0.00 0.00
C -3.4112 2.3317 5.1629 -0.01 0.01 0.00
C -2.6577 3.4637 5.4506 -0.01 0.00 0.00
C -2.5922 4.5052 4.5395 0.01 -0.01 0.00
C -1.5058 -0.6648 1.7216 -0.01 0.00 -0.01
C -1.1865 -1.6161 2.7099 0.01 -0.01 0.00
C -1.5548 -2.9360 2.6048 0.04 0.00 0.00
C -2.2633 -3.3580 1.4789 0.00 0.00 -0.02
C -2.5864 -2.4598 0.4906 0.01 -0.01 -0.01
C -2.2231 -1.1041 0.5858 0.02 0.01 0.01
O -2.6023 -0.3093 -0.3934 0.04 0.02 -0.04
H -0.3550 2.1573 3.3477 0.00 0.00 0.00
H 0.3546 0.5286 3.4350 0.03 0.00 0.00
H -1.2625 0.8214 4.0748 0.01 0.00 -0.01
H -3.9777 5.4869 1.5892 0.00 0.00 0.00
H -3.1965 6.5216 2.7912 0.01 0.00 0.00
H -4.5581 3.2315 2.1060 0.01 0.00 0.01
H -4.6760 1.3682 3.7220 0.00 0.00 0.00
H -3.4591 1.5151 5.8725 0.00 0.00 0.00
H -2.1158 3.5311 6.3856 0.00 0.00 0.00
H -1.9840 5.3765 4.7540 0.00 0.00 0.00
H -0.6160 -1.3130 3.5756 0.00 0.00 0.00
H -1.2751 -3.6384 3.3786 0.00 0.00 0.00
H -2.5536 -4.3964 1.3754 0.00 0.00 0.00
H -3.1290 -2.7651 -0.3949 0.00 0.00 0.00
C 0.1862 2.5520 -3.9639 0.01 -0.03 -0.02
C 0.4246 1.7484 -2.7170 0.03 0.11 -0.05
O 1.4969 1.2295 -2.4671 -0.04 0.01 0.04
N -0.6650 1.6203 -1.8742 0.05 -0.13 0.01
Te 1.8580 -0.1223 0.1046 -0.01 -0.01 0.04
C 2.3576 -1.1202 1.9352 0.00 -0.06 -0.02
C 2.8919 -0.3756 2.9946 0.00 0.02 0.02
C 3.1978 1.1018 2.9153 0.00 0.00 0.00
C 3.1862 -1.0080 4.2040 -0.02 0.01 0.01
C 2.9771 -2.3619 4.3939 0.00 -0.01 0.00
C 3.2927 -3.0303 5.7051 0.00 0.00 0.00
C 2.4452 -3.0888 3.3356 -0.01 0.00 0.01
C 2.1214 -2.4979 2.1205 0.00 0.04 0.01
C 1.5200 -3.3701 1.0548 -0.03 0.02 0.00
C 2.7722 -1.5083 -1.2034 0.00 0.01 0.01
C 4.1407 -1.7742 -1.1015 0.00 -0.01 -0.01
C 5.0300 -1.1031 -0.0897 -0.01 0.00 0.01
C 4.7087 -2.7074 -1.9685 -0.01 0.01 0.00
C 3.9602 -3.3607 -2.9332 0.00 0.00 0.01
C 4.5894 -4.3563 -3.8696 0.00 0.00 0.00
C 2.6051 -3.0663 -3.0236 0.01 0.00 0.00
C 1.9916 -2.1542 -2.1747 -0.01 0.00 0.00
C 0.5151 -1.9071 -2.3311 -0.01 -0.01 0.01
H 1.1240 2.9985 -4.2869 0.00 -0.01 -0.01
H -0.5791 3.3096 -3.8110 0.01 0.00 0.01
H -0.1531 1.8823 -4.7593 0.01 0.03 0.02
H 2.7095 1.5979 2.0811 -0.01 0.01 0.02
H 4.2739 1.2564 2.8004 0.00 0.01 -0.03
H 2.8924 1.6026 3.8361 0.01 -0.01 0.00
H 3.5952 -0.4134 5.0158 0.00 0.00 0.00
H 3.8002 -2.3453 6.3841 0.00 0.00 0.00
H 3.9352 -3.9002 5.5579 0.00 0.00 0.00
H 2.3823 -3.3782 6.1981 0.00 0.00 0.00
H 2.2611 -4.1517 3.4626 0.00 0.00 0.00
H 1.1586 -4.3030 1.4884 0.00 0.00 0.00
H 2.2456 -3.6098 0.2766 0.01 0.00 -0.03
H 0.6801 -2.8677 0.5720 -0.02 0.02 -0.02
H 4.8485 -0.0274 -0.0620 0.00 0.00 -0.01
H 6.0784 -1.2780 -0.3316 0.00 0.00 0.00
H 4.8437 -1.4843 0.9170 0.00 0.00 0.01
H 5.7712 -2.9144 -1.8898 0.00 0.00 0.00
H 5.6632 -4.4331 -3.6995 0.00 0.00 0.00
H 4.4300 -4.0677 -4.9098 0.00 0.00 0.00
H 4.1540 -5.3488 -3.7366 0.00 0.00 0.00
H 2.0050 -3.5577 -3.7825 0.00 0.00 0.00
H 0.1059 -2.5472 -3.1129 0.00 0.00 0.00
H 0.3158 -0.8698 -2.5980 0.01 -0.02 0.00
H -0.0234 -2.1046 -1.4006 0.00 0.00 0.00
N -3.5605 1.1242 -2.4082 -0.04 -0.03 -0.06
C -3.1233 1.1098 -3.7906 -0.02 0.03 0.01
C -2.4696 -0.0067 -4.2828 0.02 -0.02 -0.01
C -1.9990 0.0006 -5.5892 -0.01 0.00 0.00
C -2.1787 1.1175 -6.3911 -0.02 0.03 -0.02
C -2.8505 2.2242 -5.8900 -0.01 0.00 -0.01
C -3.3229 2.2257 -4.5870 -0.02 -0.03 0.01
S -1.4677 1.1928 -8.0414 -0.01 -0.01 -0.01
O -1.1977 -0.1952 -8.3789 0.00 0.00 0.00
O -0.2800 2.0097 -7.8360 0.00 -0.01 0.01
O -2.5008 1.8303 -8.8416 0.00 0.00 0.00
H -4.3209 1.7875 -2.2979 0.02 0.01 0.01
H -3.9141 0.2076 -2.1439 0.00 0.00 0.02
H -2.3112 -0.8670 -3.6401 0.00 0.00 0.00
H -1.4813 -0.8536 -6.0058 0.00 0.00 0.00
H -2.9945 3.0828 -6.5329 0.00 -0.01 -0.01
H -3.8319 3.0959 -4.1846 0.00 0.00 0.00
```
Forces are in eV/Å.

These are the Mulliken partial charges, in e, on atoms 1 to 6:
1. V 0.746
2. C -1.465
3. C 1.233
4. N 1.749
5. N -0.854
6. C 0.218

=====

Entry 6:
Entry from OMol25: a 2-piece molecular cluster, ClHO4 overall in a non-equilibrium geometry (ωB97M-V/def2-TZVPD).

The value obtained for the total energy is -761.37060 a.u. The energy relative to the best compared isomer or geometry (same formula, charge and spin) is 44.90 kcal per mole. The calculation puts the HOMO-LUMO gap (spin up / spin down) at 9.727 / 8.852 eV. The HOMO energy (spin up / spin down) comes out at -12.46 / -11.21 eV.

```
6
Properties=species:S:1:pos:R:3:forces:R:3
O -1.2248 0.5052 1.0278 -0.30 -0.14 0.33
O -0.5672 -1.5372 0.0379 -0.31 -2.34 -0.45
O -1.1004 0.4156 -1.3041 -1.02 0.05 -2.47
O 1.5732 0.6362 -0.2116 -0.47 -1.43 1.50
Cl -0.6942 -0.1613 -0.1138 3.02 2.95 2.54
H 2.0135 0.1415 0.5637 -0.93 0.91 -1.45
```
Forces are in eV/Å.

Let us look at the Mulliken charges, expressed in e, one per atom:
1. O -0.376
2. O -0.357
3. O -0.357
4. O -0.479
5. Cl 1.219
6. H 0.350

=====

Number 6 is which compound? ClHO4